No. 1
{"formula": "C6H12N2", "method": "ωB97M-V/def2-TZVPD", "spin_multiplicity": 1, "lumo_energy_ev": 1.0, "e_tot_ha": -345.2328, "smiles": "C/C(N)=C/N.C#CC", "e_above_lowest_ev": 2.588, "species": ["C", "C", "N", "C", "N", "H", "H", "H", "H", "H", "H", "H", "H", "C", "C", "C", "H", "H", "H", "H"], "positions_angstrom": [[0.2375, -0.8035, 1.8691], [0.7109, -1.2344, 0.5148], [1.2569, -2.5201, 0.4633], [0.6182, -0.4122, -0.5479], [1.1835, -0.6744, -1.8195], [-0.6749, -1.3419, 2.1378], [0.9922, -1.0127, 2.6263], [0.0156, 0.2616, 1.8712], [0.7922, -3.1930, 1.0589], [1.4239, -2.8662, -0.4743], [0.5100, 0.6432, -0.3493], [0.8440, -0.0335, -2.5236], [1.0456, -1.6249, -2.1401], [0.0387, 3.0729, 0.0162], [-0.9716, 2.4933, -0.2827], [-2.0332, 1.5772, -0.6033], [0.8507, 3.7015, 0.2411], [-1.5672, 0.5183, -0.5634], [-2.8517, 1.6791, 0.1083], [-2.4212, 1.7697, -1.6029]], "forces_ev_per_angstrom": [[-0.03, -0.03, -0.22], [-0.38, 0.46, -0.38], [-0.02, -0.13, -0.27], [1.27, -0.09, 0.73], [-0.18, -0.26, -0.16], [-0.03, -0.02, 0.14], [0.05, 0.00, 0.07], [-0.02, 0.03, 0.03], [0.07, -0.03, -0.19], [-0.03, -0.12, 0.34], [-0.34, -0.05, -0.01], [0.00, -0.10, 0.02], [-0.04, 0.08, -0.09], [-0.81, 0.06, -0.25], [0.91, 0.27, 0.29], [0.24, -1.49, -0.09], [0.45, 0.21, 0.15], [-1.05, 1.52, -0.06], [-0.02, -0.21, 0.00], [-0.03, -0.11, -0.03]]}

***

No. 2
{"formula": "C6H10N3O2S", "method": "ωB97M-V/def2-TZVPD", "total_charge": 1, "spin_multiplicity": 1, "lumo_energy_ev": [-5.1, -5.1], "e_tot_ha": -947.1493, "smiles": "O=C1SN1/N=C(\\O)[NH+]1CCCC1", "e_above_lowest_ev": 4.013, "species": ["O", "C", "S", "N", "N", "C", "O", "N", "C", "C", "C", "C", "H", "H", "H", "H", "H", "H", "H", "H", "H", "H"], "positions_angstrom": [[-3.4332, -3.6383, -1.8440], [-3.9491, -2.6402, -1.9210], [-5.1926, -1.8961, -2.8974], [-3.8753, -1.3681, -1.4312], [-2.8440, -0.6132, -1.1415], [-1.9060, -0.7683, -0.2878], [-1.6622, -1.7239, 0.5999], [-0.8766, 0.2631, -0.3119], [0.2786, -0.0469, -1.2303], [1.4723, -0.5045, -0.4399], [1.3154, 0.2306, 0.8316], [-0.2560, 0.4246, 1.0243], [-2.3867, -2.3452, 0.5095], [-1.2760, 1.1480, -0.5770], [0.4090, 0.9773, -1.7856], [-0.1340, -0.8158, -1.8819], [2.4277, -0.2150, -0.8686], [1.6009, -1.6135, -0.1881], [1.7322, -0.3946, 1.6484], [1.8643, 1.2434, 0.9076], [-0.5579, -0.1000, 1.8622], [-0.4033, 1.4513, 1.3960]], "forces_ev_per_angstrom": [[3.34, -5.65, 0.94], [-2.66, 4.88, -0.67], [0.93, 1.45, 0.50], [-1.71, -1.41, 1.00], [1.97, 1.37, -0.56], [-2.19, -0.12, -1.94], [0.19, 0.21, -0.21], [0.28, -1.04, 2.07], [-0.16, 0.89, -2.73], [0.86, -1.11, 0.19], [-0.08, 1.50, 2.60], [3.47, 3.25, 0.76], [-0.28, -0.82, 0.24], [-0.60, 0.15, -0.32], [0.25, -2.21, 0.78], [0.33, 0.33, -0.55], [-0.16, -0.01, -0.58], [-0.88, 1.34, -0.89], [-0.40, 0.63, -0.23], [-0.96, -1.55, -0.44], [-1.38, -1.99, 0.71], [-0.16, -0.11, -0.66]]}

***

No. 3
{"formula": "C4H10NS", "method": "ωB97M-V/def2-TZVPD", "total_charge": 1, "spin_multiplicity": 1, "lumo_energy_ev": -3.4, "e_tot_ha": -611.0182, "smiles": "CS[C@H]1[NH2+][C@@H]1C", "e_above_lowest_ev": 2.314, "species": ["C", "S", "C", "N", "C", "C", "H", "H", "H", "H", "H", "H", "H", "H", "H", "H"], "positions_angstrom": [[-2.4756, 1.5167, -1.1746], [-1.5476, 1.1015, 0.3877], [-0.0474, 0.2043, -0.0461], [1.2007, 0.5961, 0.6803], [0.7378, -0.7632, 0.9367], [1.5196, -1.9685, 0.3494], [-3.3272, 2.1080, -0.6850], [-2.8074, 0.5988, -1.6195], [-1.8769, 2.1684, -2.0032], [0.1357, 0.0563, -1.1741], [1.0328, 1.1800, 1.4766], [2.2043, 0.8732, 0.2068], [0.2754, -0.9226, 1.9862], [2.1241, -1.6675, -0.5641], [0.7670, -2.6670, -0.0235], [2.0846, -2.4144, 1.2665]], "forces_ev_per_angstrom": [[1.22, 2.09, -0.37], [0.29, -0.14, -0.31], [0.61, -1.14, -0.95], [3.54, 1.52, -1.07], [-1.94, -0.89, -0.86], [0.22, 0.81, 1.20], [1.13, -0.81, -1.11], [-0.38, -0.26, -0.16], [-1.41, -1.44, 2.35], [-0.22, 0.07, 2.01], [-0.07, 0.83, 0.38], [-3.18, -1.18, 1.26], [0.89, 0.51, -1.90], [-0.32, -0.36, 1.44], [0.18, -0.16, 0.30], [-0.56, 0.55, -2.19]]}

***

No. 4
{"formula": "C5H3ClF5N", "method": "ωB97M-V/def2-TZVPD", "spin_multiplicity": 1, "lumo_energy_ev": 0.2, "e_tot_ha": -1206.4106, "smiles": "FC(F)=C(F)Cl.F/C=C\\C=N\\F", "e_above_lowest_ev": 2.307, "species": ["F", "C", "F", "C", "F", "Cl", "F", "C", "C", "C", "N", "F", "H", "H", "H"], "positions_angstrom": [[2.1931, 0.9839, 1.4903], [1.9637, 0.6827, 0.1462], [2.3819, -0.5620, -0.1531], [1.0234, 1.3721, -0.6049], [0.4272, 2.4931, -0.0643], [0.7864, 0.9252, -2.2135], [-0.4055, 0.2017, 1.7669], [-0.0619, -1.0266, 1.2775], [-0.5101, -1.3282, 0.0624], [-1.5154, -0.5796, -0.6467], [-1.6717, 0.6304, -0.3541], [-2.6459, 1.3301, -1.0666], [0.4080, -1.6602, 1.9647], [-0.2690, -2.2841, -0.3707], [-2.1044, -1.1785, -1.2340]], "forces_ev_per_angstrom": [[-0.21, -0.60, -2.86], [-2.11, 0.78, 1.11], [0.16, 1.66, 0.14], [2.02, 0.00, 2.88], [1.22, -1.75, -1.39], [-0.18, 0.45, -0.28], [0.53, -1.40, 0.40], [-1.85, 1.95, -0.98], [0.39, -0.83, 0.90], [0.45, 0.78, 1.11], [0.33, 1.58, 0.29], [-0.25, -0.99, -0.22], [0.99, -0.58, 0.79], [0.14, -0.23, 0.15], [-1.65, -0.83, -2.05]]}

***

No. 5
{"formula": "C3H4N4O", "method": "ωB97M-V/def2-TZVPD", "spin_multiplicity": 1, "lumo_energy_ev": -0.4, "e_tot_ha": -410.7862, "e_above_lowest_ev": 5.906, "species": ["C", "C", "C", "H", "H", "H", "H", "N", "N", "N", "N", "O"], "positions_angstrom": [[-0.4690, -0.4169, 0.6909], [0.9578, -0.1288, 0.5359], [0.6186, 0.4653, -1.6745], [-1.9053, 0.2699, 2.5795], [-0.6538, -1.5256, 2.5474], [1.5074, -0.6019, 1.4974], [0.3779, 0.9982, -3.4137], [-0.8626, -0.4837, 2.1719], [1.3806, 0.1987, -0.5964], [1.0752, 0.8090, -2.7489], [-1.2553, -0.0354, -0.2380], [-0.7715, 0.4512, -1.3515]], "forces_ev_per_angstrom": [[-0.54, 2.24, 3.09], [-0.81, -3.58, 1.94], [-2.08, -0.22, 3.13], [4.13, -3.96, -2.02], [-1.57, 3.40, -0.76], [-0.09, 1.97, -2.42], [-1.15, 0.31, -1.21], [-1.85, -0.16, -0.70], [3.53, 0.04, 1.09], [1.48, 0.26, -1.52], [-1.73, -0.95, 2.43], [0.71, 0.64, -3.05]]}

***

No. 6
{"formula": "C4H6ClNO2S", "method": "ωB97M-V/def2-TZVPD", "spin_multiplicity": 1, "lumo_energy_ev": 0.4, "e_tot_ha": -1219.5397, "smiles": "C[C@](Cl)(C#N)S(C)(=O)=O", "e_above_lowest_ev": 0.642, "species": ["C", "C", "Cl", "C", "N", "S", "C", "O", "O", "H", "H", "H", "H", "H", "H"], "positions_angstrom": [[0.8186, 1.6239, 0.9231], [-0.5313, 0.8550, 0.0844], [-1.5190, 2.0569, -0.5160], [-1.4219, 0.2020, 1.0162], [-2.1012, -0.4382, 1.7147], [0.1162, -0.3182, -1.2774], [0.2043, -1.9195, -0.3489], [-0.9359, -0.4750, -2.2786], [1.4570, 0.0611, -1.6821], [1.2319, 0.7217, 1.3466], [0.5259, 2.3754, 1.6224], [1.4880, 2.0247, 0.1560], [0.3140, -2.0390, 0.8094], [-0.7246, -2.4314, -0.7029], [1.0779, -2.2992, -0.8671]], "forces_ev_per_angstrom": [[-1.57, -2.72, -2.55], [3.12, 1.13, 1.98], [-1.50, 2.54, -2.07], [-0.48, -2.65, 1.56], [1.11, 1.31, -1.12], [-0.73, -0.75, 0.51], [-0.62, -0.16, 0.33], [1.26, 0.41, 1.31], [-1.11, 0.06, 0.57], [0.65, 0.20, 0.63], [-0.65, 0.15, 0.40], [-0.30, -0.16, 0.08], [-0.16, 0.96, -2.27], [0.86, 0.26, 0.48], [0.12, -0.58, 0.16]]}